1.
This record from the OMol25 dataset describes a cluster of 2 separate species, C5H16NO in total in a non-equilibrium geometry. The level of theory is the ωB97M-V functional and the def2-TZVPD basis.

The geometry in XYZ format:
```
23
Properties=species:S:1:pos:R:3:forces:R:3:lowdin_charge:R:1
C -0.1676 -0.4216 1.7244 0.494 -0.002 0.171 -0.03
C -0.3645 -0.9344 0.3178 1.114 -0.337 0.009 -0.31
C -1.0609 -0.0674 -0.7271 -0.114 -0.126 0.643 -0.39
C -2.4427 0.3781 -0.1726 0.969 0.305 -1.717 -0.04
C -0.2700 1.1850 -1.1480 -0.175 -0.650 0.255 -0.05
N 1.0396 -1.2919 -0.2446 -0.101 1.633 -0.602 0.20
H -1.1047 -0.0660 2.1387 -0.109 -0.334 0.184 0.09
H 0.5510 0.3890 1.8531 -0.006 0.124 -0.461 0.09
H 0.2506 -1.2616 2.2859 -0.369 0.167 0.422 0.09
H -0.8027 -1.9309 0.3983 -0.497 0.216 -0.181 0.15
H -1.2470 -0.7463 -1.5663 -0.026 0.233 -0.227 0.14
H -2.8624 0.9314 -1.0173 -0.506 -0.261 0.118 0.09
H -2.3433 1.1461 0.5887 -0.061 -0.420 0.531 0.09
H -3.0447 -0.4965 0.0423 -0.305 0.206 0.452 0.09
H -0.8484 1.6658 -1.9299 -0.065 0.465 0.195 0.09
H 0.7270 1.0541 -1.5734 0.011 -0.340 0.080 0.07
H -0.1649 1.7791 -0.2405 -0.035 0.503 -0.294 0.09
H 1.6507 -0.4445 -0.2689 -0.337 -0.138 0.660 0.09
H 0.9037 -1.4462 -1.2470 0.202 -0.961 0.196 0.16
H 1.5429 -2.0129 0.2735 -0.281 -0.208 -0.376 0.17
H 3.7267 0.2278 -0.0655 -0.244 0.075 0.016 0.07
H 3.3830 1.5927 0.4326 -0.583 -0.062 -0.048 0.09
O 2.9484 0.7712 0.1460 1.025 -0.087 -0.025 -0.05
```
Forces are in eV/Å.

Properties
Lowest unoccupied orbital energy = -0.118 Ha
M = 106.2 g/mol
Total charge = +1
HOMO energy = -15.5606 eV
Energy above the lowest of the compared OMol25 structures with the same formula, charge and spin = 42.0 kJ/mol
DFT total energy = -8976.0793 eV
HOMO-LUMO gap = 0.4533 Ha

2.
This record from the OMol25 dataset describes a cluster of 3 separate species, C26H26N4O6S in total in a non-equilibrium geometry. The level of theory is the ωB97M-V functional and the def2-TZVPD basis.

The geometry in XYZ format:
```
63
Properties=species:S:1:pos:R:3:forces:R:3:lowdin_charge:R:1
C 0.1852 -0.3542 -2.0629 -0.010 -0.187 -0.257 -0.12
C -0.3199 -1.7488 -2.4924 -0.291 0.257 0.208 -0.22
C -0.7388 -2.6600 -1.2969 0.834 1.542 -1.339 -0.20
N -2.0683 -2.2232 -0.8758 0.017 -0.907 0.328 -0.01
C -2.5487 -2.7525 0.3694 0.484 0.339 0.607 -0.40
C -2.1946 -4.2034 0.4841 -0.217 -1.037 -1.205 -0.18
N -1.9275 -5.3239 0.3400 -0.319 1.638 0.576 0.24
C -2.0349 -2.0390 1.6997 0.425 0.412 1.570 -0.31
C -3.1560 -1.4532 2.6114 0.454 0.629 0.391 -0.04
C -1.1258 -0.8823 1.4293 -0.370 0.470 -1.409 -0.15
N -0.5530 0.0587 1.0698 -0.445 -0.912 0.751 0.22
C -1.2048 -2.9830 2.6209 -0.254 -0.095 0.041 -0.27
C 0.1214 -3.2727 2.3838 1.103 0.689 -1.740 -0.03
C 0.8902 -4.1059 3.1703 -0.921 -0.261 0.836 -0.03
C 0.2234 -4.6213 4.2829 0.848 0.192 -0.767 -0.05
C -1.0914 -4.2426 4.4508 -0.538 -1.170 1.892 -0.13
N -1.8289 -3.4766 3.6780 0.063 0.255 -0.382 0.14
S -4.4227 -2.7797 0.2071 -2.002 -2.852 -1.662 0.67
C -5.0874 -1.1219 -0.0408 0.630 0.850 0.084 -0.12
O -5.0573 -3.5249 1.2650 0.659 1.431 1.366 -0.30
O -4.6575 -3.4771 -1.0332 0.711 0.878 -0.645 -0.31
H 0.7664 0.1238 -2.8612 -0.171 -0.153 0.103 0.06
H 0.8495 -0.4338 -1.1955 -0.190 0.149 -0.100 0.06
H -0.6523 0.3230 -1.8413 0.275 -0.144 0.184 0.06
H 0.4404 -2.2462 -3.1041 -0.105 -0.030 0.244 0.11
H -1.2125 -1.6187 -3.1245 0.287 -0.197 -0.015 0.11
H 0.0246 -2.4750 -0.5215 -0.197 -0.509 -0.052 0.10
H -0.7083 -3.6814 -1.6824 -0.377 -0.030 0.595 0.12
H -2.2026 -1.2249 -0.9630 0.174 0.019 0.183 0.11
H -3.8424 -2.2073 2.9930 0.042 0.065 -0.384 0.08
H -2.6375 -1.0426 3.4887 -0.180 -0.122 -0.170 0.10
H -3.6559 -0.5894 2.1587 -0.049 -0.417 -0.092 0.08
H 0.5900 -2.8273 1.5046 -0.084 -0.066 0.172 0.11
H 1.9234 -4.3458 2.9490 -0.122 0.130 -0.069 0.12
H 0.7162 -5.2890 4.9820 -0.195 0.125 -0.014 0.11
H -1.5878 -4.6302 5.3447 -0.083 0.111 -0.250 0.12
H -5.9410 -0.9555 0.6214 0.283 -0.229 0.062 0.08
H -5.3949 -1.0030 -1.0838 0.069 -0.537 0.191 0.07
H -4.3199 -0.3537 0.1305 -0.213 -0.229 0.182 0.06
O 0.9825 4.5115 -1.3733 -0.094 0.133 0.137 0.07
C 0.9887 4.5770 -0.1590 -0.062 -0.002 0.022 -0.37
C 1.3784 5.8239 0.5412 0.022 0.076 0.036 0.02
C 1.3867 5.8937 1.8696 0.024 0.062 -0.085 0.02
C 1.0047 4.7273 2.7048 -0.009 -0.040 0.066 -0.39
O 1.0108 4.7930 3.9147 0.004 0.026 0.001 0.11
C 0.6157 3.4813 2.0014 -0.016 -0.038 -0.037 0.02
C 0.6080 3.4131 0.6731 -0.043 -0.122 -0.044 0.02
H 1.6528 6.6637 -0.0849 -0.008 -0.023 -0.031 0.12
H 1.6685 6.7942 2.4004 -0.007 -0.022 0.039 0.12
H 0.3412 2.6393 2.6241 0.006 0.000 -0.001 0.11
H 0.3266 2.5109 0.1435 0.020 -0.016 0.018 0.10
O 5.4190 4.8803 -5.3558 0.022 -0.016 -0.006 0.10
C 4.9781 4.0137 -4.6315 -0.010 0.091 -0.036 -0.39
C 5.5423 2.6411 -4.6439 0.009 -0.105 0.029 0.02
C 5.0579 1.6889 -3.8511 0.074 -0.015 -0.067 0.02
C 3.9347 1.9600 -2.9206 -0.015 0.000 0.013 -0.38
O 3.4950 1.0908 -2.1966 0.006 -0.010 -0.006 0.10
C 3.3705 3.3311 -2.9077 -0.012 0.018 0.065 0.03
C 3.8558 4.2829 -3.7012 -0.037 -0.042 0.055 0.03
H 6.3616 2.4632 -5.3288 -0.004 0.047 -0.015 0.12
H 5.4554 0.6818 -3.8462 -0.027 -0.009 0.029 0.12
H 2.5495 3.5120 -2.2227 0.120 -0.094 -0.175 0.08
H 3.4575 5.2897 -3.7057 0.010 0.004 -0.023 0.12
```
Forces are in eV/Å.

Properties
Lowest unoccupied orbital energy = -0.061 Ha
M = 522.6 g/mol
HOMO energy = -9.7295 eV
Energy above the lowest of the compared OMol25 structures with the same formula, charge and spin = 620.1 kJ/mol
SMILES = CCCN[C@@](C#N)([C@](C)(C#N)c1ccccn1)S(C)(=O)=O.O=C1C=CC(=O)C=C1.O=C1C=CC(=O)C=C1
DFT total energy = -56459.1831 eV
HOMO-LUMO gap = 0.2962 Ha

3.
This record from the OMol25 dataset describes the ion C3H7BrN with charge +1 in a non-equilibrium geometry. The level of theory is the ωB97M-V functional and the def2-TZVPD basis.

The geometry in XYZ format:
```
12
Properties=species:S:1:pos:R:3:forces:R:3:lowdin_charge:R:1
C 0.8456 1.7519 -0.0801 2.567 1.392 2.464 0.06
C 0.2445 0.7043 0.4374 -0.719 -0.059 1.379 -0.29
C -0.5384 -0.2007 -0.4113 -0.092 0.535 -2.787 -0.68
N -0.0933 -1.5517 0.0918 -3.341 -1.569 0.555 0.10
Br -2.5192 0.0731 -0.0004 1.656 -0.663 -0.499 0.71
H 1.5671 2.4402 0.4464 -1.239 -0.951 0.351 0.11
H 0.9480 2.0595 -1.0676 -0.744 -0.289 -2.099 0.06
H 0.1423 0.3584 1.5552 0.697 1.447 -1.951 0.15
H -0.2853 -0.0915 -1.6318 -1.046 -0.405 3.509 0.20
H -0.2734 -1.4492 1.1913 1.598 -0.784 -2.631 0.20
H -0.8680 -2.2675 -0.1687 1.760 1.049 0.176 0.18
H 0.8301 -1.8268 -0.3621 -1.097 0.297 1.533 0.20
```
Forces are in eV/Å.

Properties
Lowest unoccupied orbital energy = -0.154 Ha
M = 137.0 g/mol
Total charge = +1
HOMO energy = -14.5723 eV
Energy above the lowest of the compared OMol25 structures with the same formula, charge and spin = 95.2 kJ/mol
SMILES = C=C[C@@H]([NH3+])Br
DFT total energy = -74747.9146 eV
HOMO-LUMO gap = 0.3812 Ha

4.
This record from the OMol25 dataset describes the molecule C20H26ClN3O5S in a non-equilibrium geometry. The level of theory is the ωB97M-V functional and the def2-TZVPD basis.

The geometry in XYZ format:
```
56
Properties=species:S:1:pos:R:3:forces:R:3:lowdin_charge:R:1
C 2.9518 -1.3413 -3.8188 -0.125 0.050 -0.067 0.01
C 1.6767 -1.1014 -3.1029 0.277 -0.456 1.040 -0.23
O 0.6355 -0.5410 -3.7577 -0.250 0.143 -0.261 0.14
C -0.3718 -0.4719 -2.8590 0.488 -0.534 1.042 -0.26
C -1.6581 0.0776 -3.2276 -0.448 0.287 -0.432 -0.13
C -2.7101 0.0708 -2.3108 0.230 -0.034 -0.113 -0.01
C -3.9352 0.5985 -2.6694 0.009 0.005 -0.016 -0.06
C -4.1336 1.1342 -3.9322 0.080 0.011 -0.091 -0.10
C -3.0834 1.1338 -4.8378 -0.038 -0.075 0.232 -0.66
Cl -3.3208 1.7959 -6.4171 -0.027 0.083 -0.194 0.68
C -1.8481 0.6124 -4.5016 -0.003 -0.052 0.156 -0.04
N -0.0358 -0.9488 -1.6950 -0.738 0.422 -0.343 0.21
C 1.2600 -1.3585 -1.8194 0.400 0.310 -1.316 -0.27
C 2.0176 -1.9073 -0.6785 0.479 0.537 0.278 -0.12
S 3.2144 -0.6327 -0.1435 0.682 -0.155 0.082 0.70
O 2.5512 0.6238 0.0725 -0.406 0.003 0.120 -0.30
O 4.3195 -0.6266 -1.0672 0.160 -0.350 -0.008 -0.32
C 3.8374 -1.2093 1.4896 -0.757 0.146 -0.890 -0.11
C 2.6754 -0.9087 2.4062 0.346 -0.002 0.471 -0.56
O 1.7455 -1.6846 2.5082 -0.286 -0.260 -0.083 0.06
N 2.7508 0.2793 3.0302 0.295 0.233 0.199 0.07
C 1.5885 0.9026 3.6302 -0.171 0.067 0.046 -0.16
C 1.0741 2.0580 2.7613 -0.200 -0.117 0.032 -0.15
C -0.4527 2.1578 2.8156 0.124 0.029 0.039 -0.20
N -1.0762 0.8693 2.5926 -0.169 0.156 -0.036 -0.19
C -2.4918 0.8618 2.9078 -0.096 -0.340 0.012 -0.17
C -3.0105 -0.5756 2.8179 -0.135 0.305 0.254 -0.20
O -2.7960 -1.1266 1.5422 -0.154 -0.003 -0.112 -0.14
C -1.4190 -1.0880 1.2229 0.250 0.086 -0.228 -0.20
C -0.8893 0.3432 1.2500 -0.075 -0.446 0.077 -0.16
H 2.9714 -0.7509 -4.7307 0.078 0.017 -0.073 0.09
H 3.0499 -2.3948 -4.0823 0.024 -0.042 -0.083 0.09
H 3.7879 -1.0628 -3.1808 -0.002 -0.004 -0.115 0.06
H -2.5536 -0.3526 -1.3329 -0.017 -0.048 0.158 0.10
H -4.7488 0.5919 -1.9605 -0.066 -0.006 0.071 0.11
H -5.0894 1.5462 -4.2153 -0.069 0.038 -0.045 0.10
H -1.0378 0.6182 -5.2132 0.033 0.024 -0.091 0.12
H 2.6186 -2.7714 -0.9463 0.064 -0.134 0.109 0.12
H 1.3633 -2.1040 0.1662 0.001 -0.130 0.093 0.10
H 4.0303 -2.2730 1.3999 0.009 -0.089 0.105 0.11
H 4.7464 -0.6573 1.7040 0.076 0.119 -0.148 0.11
H 3.4955 0.9070 2.7669 0.010 -0.172 -0.073 0.14
H 1.8459 1.2441 4.6362 -0.092 -0.055 -0.025 0.12
H 0.8147 0.1349 3.6928 0.140 0.102 0.097 0.11
H 1.3920 1.8846 1.7320 0.016 0.066 0.052 0.08
H 1.5010 3.0088 3.0851 0.029 0.042 -0.069 0.11
H -0.7896 2.9161 2.0864 -0.025 -0.009 0.088 0.13
H -0.7542 2.4923 3.8134 -0.055 0.054 -0.055 0.12
H -2.6362 1.2346 3.9249 -0.034 0.012 -0.018 0.12
H -3.0679 1.5000 2.2124 0.013 -0.004 0.054 0.13
H -4.0879 -0.6083 2.9935 0.070 0.012 0.060 0.12
H -2.4965 -1.1844 3.5772 -0.062 0.047 -0.026 0.13
H -1.3116 -1.5132 0.2247 0.006 0.044 0.173 0.09
H -0.8496 -1.6875 1.9474 -0.002 0.038 -0.058 0.12
H 0.1667 0.3331 0.9894 0.057 0.013 -0.051 0.09
H -1.4266 0.9518 0.5012 0.056 0.018 -0.020 0.13
```
Forces are in eV/Å.

Properties
Lowest unoccupied orbital energy = 0.014 Ha
M = 456.0 g/mol
HOMO energy = -8.4206 eV
Energy above the lowest of the compared OMol25 structures with the same formula, charge and spin = 0.4 kJ/mol
SMILES = Cc1oc(-c2cccc(Cl)c2)nc1CS(=O)(=O)CC(=O)NCCCN1CCOCC1
DFT total energy = -59227.5388 eV
HOMO-LUMO gap = 0.3233 Ha

5.
This record from the OMol25 dataset describes a cluster of 2 separate species, C13H16Cl2F7N2O3S in total in a non-equilibrium geometry. The level of theory is the ωB97M-V functional and the def2-TZVPD basis.

The geometry in XYZ format:
```
44
Properties=species:S:1:pos:R:3:forces:R:3:lowdin_charge:R:1
C -3.4659 1.4478 1.3404 1.401 -0.111 -0.401 -0.08
C -3.0538 -0.1027 1.1257 -0.548 -0.182 1.602 -0.39
C -3.2776 -0.9246 2.5112 -0.554 -0.024 -0.895 -0.10
C -3.9332 -0.8550 0.0197 0.048 0.747 -0.221 -0.17
C -3.1049 -1.4649 -1.2043 0.507 -0.191 -0.179 -0.12
C -1.7543 -2.2155 -0.7405 -2.176 0.930 -0.819 -0.15
C -1.9387 -3.6202 -0.2054 4.658 0.240 0.702 0.12
C -0.6646 -4.3093 0.2803 -2.047 4.449 -2.096 0.15
C 0.5288 -3.3907 0.1113 -0.670 -2.259 0.960 -0.19
O 1.7893 -3.8572 0.5511 -2.737 1.611 -0.376 0.06
N 0.4332 -2.1336 -0.4517 1.295 -1.454 0.622 -0.11
S 1.9616 -1.2321 -0.6114 7.154 -1.554 2.323 0.91
O 2.9122 -1.9919 -1.4769 -3.766 2.178 1.679 -0.23
O 2.4554 -0.9773 0.7729 -2.357 -0.298 -3.476 -0.25
C 1.6734 0.4433 -1.4240 -2.157 1.493 -1.446 -0.32
F 1.2973 0.1466 -2.7561 0.727 0.920 2.976 0.07
F 0.6814 1.1998 -0.7519 2.014 -2.078 -1.739 0.07
C 3.0041 1.3708 -1.3634 0.993 -0.515 2.447 -0.23
F 3.0598 1.8191 -0.0152 -0.164 -1.070 -2.703 0.08
F 4.1785 0.6555 -1.5854 -2.621 1.436 0.038 0.13
C 2.9063 2.6889 -2.2693 1.188 2.533 -0.142 -0.34
F 1.6428 2.9604 -2.7714 2.829 -1.048 0.727 0.15
F 3.2396 3.7895 -1.4425 -0.883 -2.424 -1.902 0.09
F 3.9045 2.6318 -3.2345 -2.710 -0.010 1.602 0.14
N -0.6129 -1.4531 -0.9037 -2.907 -3.857 1.099 0.15
H -3.3684 1.7560 2.4394 -0.424 -0.556 -1.566 0.09
H -2.6534 2.0536 0.7953 -1.444 -0.616 0.670 0.08
H -4.4760 1.7114 0.8987 1.175 -0.374 0.761 0.08
H -1.9339 -0.1029 0.9359 -1.369 -0.172 -0.162 0.10
H -4.3428 -0.6997 2.8781 1.638 -0.232 -0.314 0.10
H -3.2872 -2.0503 2.2644 0.332 1.551 0.593 0.06
H -2.5000 -0.6701 3.3004 -1.113 -0.352 -0.971 0.08
H -4.6361 -0.0660 -0.4299 0.871 -1.400 0.522 0.12
H -4.5692 -1.6496 0.5286 0.795 0.970 -0.741 0.11
H -2.8536 -0.6027 -1.9083 0.051 -1.262 0.989 0.13
H -3.7345 -2.2020 -1.8224 0.896 0.999 1.051 0.13
H -2.9608 -4.0978 -0.1796 1.373 0.708 -0.048 0.15
H -0.6258 -5.3457 0.7197 0.245 1.419 -0.586 0.15
H 1.7750 -3.7252 1.5301 0.373 -0.183 -0.661 0.16
C 5.2106 4.8795 0.8658 0.000 -0.159 -0.043 -1.05
Cl 4.2406 6.0799 1.7272 -0.103 -0.087 -0.010 0.51
Cl 6.8513 5.4694 0.5778 -0.002 -0.110 -0.044 0.51
H 5.2615 3.9712 1.4637 0.050 0.198 0.017 0.03
H 4.7402 4.6656 -0.0899 0.140 0.194 0.162 -0.01
```
Forces are in eV/Å.

Properties
Lowest unoccupied orbital energy = -0.219 Ha
M = 484.2 g/mol
Total charge = +1
HOMO energy = -12.3635 eV
Energy above the lowest of the compared OMol25 structures with the same formula, charge and spin = 435.5 kJ/mol
DFT total energy = -77751.8143 eV
HOMO-LUMO gap = 0.2356 Ha

6.
This record from the OMol25 dataset describes a structure of composition CH4BrMnO in a non-equilibrium geometry. The level of theory is the ωB97M-V functional and the def2-TZVPD basis.

The geometry in XYZ format:
```
8
Properties=species:S:1:pos:R:3:forces:R:3:lowdin_spin:R:1
Mn -4.7418 -1.8900 0.1183 1.805 0.406 0.162 4.89
Br -2.3053 -1.3321 0.3043 -1.944 -0.480 -0.167 0.10
C 1.4627 0.6136 -0.2641 -2.238 0.836 -0.256 0.16
O 0.7588 0.4125 0.9375 2.590 0.436 -0.604 0.69
H 2.0231 -0.2872 -0.5141 0.560 -0.988 0.158 0.09
H 0.7378 0.8149 -1.0528 0.162 -0.193 -0.182 0.01
H 2.2336 1.3842 -0.2564 0.448 0.197 0.932 0.05
H -0.1690 0.2840 0.7273 -1.382 -0.214 -0.043 0.01
```
Forces are in eV/Å.

Properties
Lowest unoccupied orbital energy (alpha / beta) = -0.399 / -0.480 Ha
M = 166.9 g/mol
Total charge = +2
HOMO energy (alpha / beta) = -18.6341 / -18.6637 eV
DFT total energy = -104489.9814 eV
HOMO-LUMO gap (alpha / beta) = 0.2857 / 0.2062 Ha
Spin multiplicity = 7